No. 1
# C36H37N4NiP2S

A structure of composition C36H37N4NiP2S in a non-equilibrium geometry (the ωB97M-V functional and the def2-TZVPD basis, OMol25).

Geometry as ORCA input:
```
! wB97M-V def2-TZVPD RIJCOSX def2/J DEFGRID3
* xyz 1 1
Ni -0.20 0.82 -0.08
C -3.95 -1.94 2.25
C -4.78 -1.41 1.09
N -4.04 -1.34 -0.16
C -3.22 -0.32 -0.51
S -2.50 -0.31 -2.07
N -3.09 0.68 0.38
N -2.02 1.45 -0.01
C -2.22 2.66 -0.37
C -3.59 3.23 -0.53
C -0.99 3.45 -0.46
C -0.90 4.75 -0.91
C 0.30 5.43 -0.78
C 1.36 4.80 -0.16
C 1.21 3.48 0.23
N 0.08 2.80 0.05
H -4.55 -2.01 3.16
H -3.11 -1.27 2.45
H -3.56 -2.93 2.02
H -5.15 -0.41 1.32
H -5.65 -2.05 0.91
H -4.18 -2.03 -0.87
H -4.24 2.48 -0.97
H -3.58 4.12 -1.15
H -4.01 3.49 0.44
H -1.77 5.23 -1.35
H 0.39 6.44 -1.14
H 2.30 5.31 0.03
H 2.01 2.96 0.73
C 1.25 -2.18 -0.26
C 2.43 -1.25 -0.01
P 1.97 0.40 -0.63
C 3.45 1.39 -0.29
C 4.04 2.19 -1.26
C 5.17 2.94 -0.96
C 5.71 2.90 0.32
C 5.11 2.12 1.31
C 3.98 1.38 1.00
C 1.90 0.16 -2.42
C 3.03 -0.30 -3.11
C 2.97 -0.55 -4.47
C 1.78 -0.34 -5.16
C 0.66 0.12 -4.49
C 0.72 0.37 -3.12
P -0.31 -1.42 0.36
C -1.45 -2.82 0.16
C -2.03 -3.42 1.27
C -2.83 -4.55 1.11
C -3.05 -5.07 -0.15
C -2.48 -4.46 -1.27
C -1.69 -3.34 -1.12
C 0.02 -1.31 2.16
C -0.33 -0.17 2.86
C -0.05 -0.06 4.22
C 0.57 -1.10 4.89
C 0.93 -2.25 4.19
C 0.65 -2.36 2.84
H 1.37 -3.14 0.23
H 1.11 -2.37 -1.33
H 3.34 -1.58 -0.50
H 2.62 -1.18 1.06
H 3.61 2.24 -2.26
H 5.63 3.55 -1.72
H 6.60 3.48 0.55
H 5.52 2.10 2.31
H 3.51 0.78 1.79
H 3.96 -0.48 -2.57
H 3.85 -0.90 -4.99
H 1.74 -0.53 -6.23
H -0.27 0.27 -5.02
H -0.19 0.71 -2.64
H -1.88 -3.01 2.26
H -3.27 -5.02 1.98
H -3.67 -5.95 -0.28
H -2.67 -4.86 -2.26
H -1.28 -2.85 -1.99
H -0.86 0.65 2.38
H -0.34 0.84 4.76
H 0.78 -1.02 5.95
H 1.42 -3.07 4.71
H 0.93 -3.27 2.32
*
```

Results
Gap between HOMO and LUMO (spin up / spin down) (eV): 6.56 / 6.48
HOMO energy (spin up / spin down) (eV): -9.75 / -9.75
Maximum force (Eh/bohr): 0.0390

---

No. 2
# C3H25NO10S2

A cluster of 10 separate species, C3H25NO10S2 in total in a non-equilibrium geometry (the ωB97M-V functional and the def2-TZVPD basis, OMol25).

Geometry as ORCA input:
```
! wB97M-V def2-TZVPD RIJCOSX def2/J DEFGRID3
* xyz 0 1
S 2.03 3.76 -1.39
S 1.95 2.52 -2.85
C 0.53 1.43 -2.59
C 0.83 0.26 -1.64
N -0.14 -0.66 -1.12
C -0.20 -2.02 -1.34
O -1.13 -2.66 -0.90
H 1.66 3.34 -0.16
H -0.28 2.18 -2.20
H 0.15 0.92 -3.47
H 1.32 0.63 -0.65
H 1.61 -0.36 -2.27
H -0.95 -0.24 -0.57
H 0.52 -2.43 -2.00
H -3.12 -0.27 -2.95
H -1.97 0.60 -3.10
O -2.66 0.31 -3.65
H -0.85 -3.28 1.56
H -0.55 -1.76 1.92
O -0.36 -2.67 2.10
H -2.81 2.96 0.18
H -2.52 1.47 0.09
O -2.25 2.34 0.04
H 3.63 -1.18 -0.43
H 2.56 -1.89 0.54
O 2.76 -1.07 0.01
H -3.10 -1.67 1.57
H -2.59 -1.77 0.15
O -3.03 -1.13 0.74
H -0.34 0.60 2.08
H -1.82 0.05 2.75
O -1.00 -0.13 2.24
H 1.95 0.05 0.90
H 2.31 0.86 1.90
O 1.50 0.74 1.49
H -0.46 3.24 2.42
H 0.49 2.26 1.92
O 0.41 3.19 2.47
H 2.45 -2.72 2.66
H 1.28 -2.78 1.77
O 2.20 -3.06 1.79
*
```

Results
Gap between HOMO and LUMO (eV): 8.33
HOMO energy (eV): -8.22
Maximum force (Eh/bohr): 0.1739

---

No. 3
# C2H3FeO2

A structure of composition C2H3FeO2 in a non-equilibrium geometry (the ωB97M-V functional and the def2-TZVPD basis, OMol25).

Geometry as ORCA input:
```
! wB97M-V def2-TZVPD RIJCOSX def2/J DEFGRID3
* xyz 2 6
C -3.20 1.89 -2.53
O -3.80 2.07 -3.51
H -1.74 1.93 -2.01
H -2.46 0.72 -1.87
C -0.95 0.77 -1.29
O -0.29 -0.22 -1.84
Fe 1.39 0.30 -1.25
H -1.55 0.54 -0.37
*
```

Results
Gap between HOMO and LUMO (spin up / spin down) (eV): 7.43 / 6.96
HOMO energy (spin up / spin down) (eV): -19.27 / -20.02
Maximum force (Eh/bohr): 0.1195
⟨S²⟩: 8.771

---

No. 4
# C8H23Cl2O2P2Tc

A structure of composition C8H23Cl2O2P2Tc in a non-equilibrium geometry (the ωB97M-V functional and the def2-TZVPD basis, OMol25).

Geometry as ORCA input:
```
! wB97M-V def2-TZVPD RIJCOSX def2/J DEFGRID3
* xyz 3 4
C 2.43 0.30 -3.08
C 1.54 0.51 -1.95
H 3.08 1.17 -3.32
H 1.85 0.09 -3.97
H 3.06 -0.59 -2.89
O 0.98 1.35 -1.12
Cl 0.41 -1.49 -1.96
Tc -0.74 -0.07 1.04
P -1.74 0.56 -0.87
C -2.40 2.28 -0.70
C -1.51 0.71 -2.68
H -2.50 1.05 -3.02
H -3.86 0.04 -1.76
H -1.26 -0.26 -3.12
H -3.04 -1.44 -1.10
H -1.58 3.01 -0.85
H -0.75 1.46 -2.94
C -3.30 -0.39 -0.91
H -3.14 2.38 -1.52
H -3.81 -0.27 0.06
H -2.87 2.43 0.29
P 1.31 -1.02 1.18
C 2.27 -0.26 2.58
C 1.06 -2.70 1.92
H 2.56 -2.14 -0.60
H 3.49 -1.90 0.92
H 3.27 -0.52 -0.21
C 2.79 -1.42 0.21
H 0.50 -3.31 1.19
H 2.06 -3.14 2.10
H 3.11 -0.94 2.84
H 1.62 -0.09 3.46
H 0.47 -2.61 2.85
H 2.68 0.72 2.26
Cl -2.04 -0.85 2.48
O -0.22 2.11 1.90
H 0.34 2.67 1.24
H -0.61 2.73 2.61
*
```

Results
Gap between HOMO and LUMO (spin up / spin down) (eV): 6.61 / 7.40
HOMO energy (spin up / spin down) (eV): -20.77 / -21.09
Maximum force (Eh/bohr): 0.1788
⟨S²⟩: 3.793

---

No. 5
# C2H2NO2P

The molecule C2H2NO2P in a non-equilibrium geometry (the ωB97M-V functional and the def2-TZVPD basis, OMol25).

Geometry as ORCA input:
```
! wB97M-V def2-TZVPD RIJCOSX def2/J DEFGRID3
* xyz 0 1
C -0.89 0.63 0.46
C -0.53 -0.81 0.01
N -0.10 1.55 0.58
O -1.34 -1.66 -0.13
O 0.77 -0.98 -0.22
P 2.06 0.01 -0.01
H -1.97 0.68 0.61
H 1.99 0.58 -1.30
*
```

Results
Gap between HOMO and LUMO (spin up / spin down) (eV): 8.57 / 7.70
HOMO energy (spin up / spin down) (eV): -9.94 / -9.14
Maximum force (Eh/bohr): 0.0384

---

No. 6
# C2H5O

A cluster of 2 separate species, C2H5O in total in a non-equilibrium geometry (the ωB97M-V functional and the def2-TZVPD basis, OMol25).

Geometry as ORCA input:
```
! wB97M-V def2-TZVPD RIJCOSX def2/J DEFGRID3
* xyz -1 1
C 0.40 -0.02 0.24
O -0.37 -0.98 0.68
C 0.83 0.33 -1.05
H -3.58 2.01 0.44
H 0.46 -0.16 -2.00
H -3.53 2.28 1.07
H 0.98 0.55 1.02
H 1.31 1.28 -1.16
*
```

Results
Gap between HOMO and LUMO (eV): 7.28
HOMO energy (eV): -2.05
Maximum force (Eh/bohr): 0.0507

---

No. 7
# C5H17NO2

A cluster of 3 separate species, C5H17NO2 in total in a non-equilibrium geometry (the ωB97M-V functional and the def2-TZVPD basis, OMol25).

Geometry as ORCA input:
```
! wB97M-V def2-TZVPD RIJCOSX def2/J DEFGRID3
* xyz 0 1
C 0.32 -1.78 2.55
C -0.35 -0.75 1.58
N 0.69 -0.17 0.73
C -0.49 1.98 0.34
C 0.20 0.74 -0.27
C 1.38 1.22 -1.05
H 0.27 -1.44 3.61
H -0.35 -2.61 2.36
H 1.34 -2.03 2.37
H -1.03 -0.04 1.99
H -1.03 -1.37 0.97
H 1.41 0.34 1.23
H 0.04 2.22 1.21
H -1.54 1.66 0.60
H -0.59 2.99 -0.12
H -0.55 0.53 -1.00
H 1.02 1.64 -1.99
H 1.88 0.45 -1.59
H 2.14 1.78 -0.48
H 1.34 -2.87 -1.96
H 1.59 -2.11 -0.75
O 1.95 -2.27 -1.67
H -2.87 1.52 -1.03
H -2.69 0.78 -2.23
O -3.39 1.20 -1.73
*
```

Results
Gap between HOMO and LUMO (eV): 9.94
HOMO energy (eV): -9.24
Maximum force (Eh/bohr): 0.0792

---

No. 8
# C6H13BrIN2

The ion C6H13BrIN2 with charge +1 in a non-equilibrium geometry (the ωB97M-V functional and the def2-TZVPD basis, OMol25).

Geometry as ORCA input:
```
! wB97M-V def2-TZVPD RIJCOSX def2/J DEFGRID3
* xyz 1 1
C 1.22 0.52 -1.55
C 1.11 -0.48 -0.38
C -0.96 0.85 -0.55
C -2.28 -1.06 1.23
C 2.02 -0.09 0.82
C -0.84 -0.86 1.29
N -0.31 -0.44 0.01
N -0.16 0.96 -1.89
Br -0.53 2.57 0.43
I 4.11 -0.03 0.16
H 1.62 1.45 -1.08
H 1.87 0.26 -2.35
H 1.08 -1.62 -0.56
H -2.10 0.80 -0.74
H -2.66 -1.39 2.15
H -2.86 -0.22 1.05
H -2.48 -1.88 0.39
H 1.84 -0.64 1.65
H 1.66 0.99 1.13
H -0.35 -0.23 2.11
H -0.36 -1.96 1.54
H -0.07 1.99 -2.10
H -0.57 0.52 -2.74
*
```

Results
Gap between HOMO and LUMO (eV): 9.26
HOMO energy (eV): -12.69
Maximum force (Eh/bohr): 0.1062

---

No. 9
# C4H4InO2

A structure of composition C4H4InO2 in a non-equilibrium geometry (the ωB97M-V functional and the def2-TZVPD basis, OMol25).

Geometry as ORCA input:
```
! wB97M-V def2-TZVPD RIJCOSX def2/J DEFGRID3
* xyz 4 2
O -3.17 0.47 0.46
C -2.42 -0.48 0.48
C -1.17 -0.31 0.10
C 0.18 -0.77 0.14
C 1.23 0.18 0.64
H 0.48 -1.52 -0.59
H 2.23 0.06 0.23
H 0.93 1.15 1.03
H -2.22 1.20 0.03
In 0.51 -1.51 3.18
O 0.78 -0.93 1.42
*
```

Results
Gap between HOMO and LUMO (spin up / spin down) (eV): 5.24 / 7.42
HOMO energy (spin up / spin down) (eV): -29.74 / -32.27
Maximum force (Eh/bohr): 0.1464
⟨S²⟩: 1.576

---

No. 10
# C4H16N2O6

A cluster of 5 separate species, C4H16N2O6 in total in a non-equilibrium geometry (the ωB97M-V functional and the def2-TZVPD basis, OMol25).

Geometry as ORCA input:
```
! wB97M-V def2-TZVPD RIJCOSX def2/J DEFGRID3
* xyz -1 2
O 0.80 0.18 3.20
C 0.34 0.32 2.11
N 0.07 1.56 1.63
C -0.14 1.96 0.33
O -0.34 3.21 0.16
C 0.00 -0.90 1.09
C 0.22 -2.32 1.66
N 0.81 -0.68 -0.14
H 0.22 2.29 2.35
H -0.15 1.35 -0.60
H -1.01 -0.72 0.79
H 0.03 -2.51 2.65
H -0.35 -3.06 1.00
H 1.29 -2.45 1.90
H 1.80 -0.93 -0.07
H 0.32 -1.17 -0.83
H -2.19 -3.59 -0.21
H -2.55 -2.23 -1.04
O -1.76 -2.77 -0.76
H -2.65 0.41 -1.60
H -3.36 -0.23 -0.63
O -2.43 -0.24 -0.81
H 0.52 3.43 -1.41
H 0.86 2.43 -2.52
O 1.25 3.09 -1.90
H 2.46 0.68 -1.64
H 3.02 1.89 -2.30
O 2.94 0.99 -2.41
*
```

Results
Gap between HOMO and LUMO (spin up / spin down) (eV): 3.24 / 9.89
HOMO energy (spin up / spin down) (eV): -0.08 / -6.80
Maximum force (Eh/bohr): 0.0944
⟨S²⟩: 0.751

---

No. 11
# H24O12

A cluster of 12 separate species, H24O12 in total in a non-equilibrium geometry (the ωB97M-V functional and the def2-TZVPD basis, OMol25).

Geometry as ORCA input:
```
! wB97M-V def2-TZVPD RIJCOSX def2/J DEFGRID3
* xyz 0 1
H -0.15 1.55 -0.04
H 0.12 0.12 0.23
H 1.27 -4.61 1.85
H 0.82 -3.64 0.78
H 1.15 4.75 -0.80
H 2.70 4.70 -0.87
H 1.41 -2.32 -1.73
H 0.31 -2.71 -2.69
H -4.32 1.40 -0.86
H -5.45 1.77 -1.63
H -0.99 -4.51 -0.40
H -1.15 -3.00 -0.27
H 0.27 -1.21 1.50
H -0.75 -2.45 1.58
H 3.44 0.69 0.78
H 3.02 0.12 -0.53
H 0.90 4.05 2.77
H 0.87 3.94 1.23
H -2.61 2.19 -1.20
H -3.20 2.82 -2.63
H 0.40 -2.49 3.85
H 0.60 -1.20 3.20
H 0.66 -0.60 -2.36
H 0.20 0.65 -2.97
O 0.10 0.95 0.66
O 0.45 -4.24 1.53
O 1.91 4.22 -1.14
O 0.47 -2.22 -1.92
O -5.02 0.98 -1.27
O -0.95 -3.74 0.23
O -0.41 -1.68 1.02
O 3.77 0.17 0.01
O 1.42 4.02 2.02
O -2.47 2.83 -1.91
O 0.61 -1.61 4.08
O 0.61 0.30 -2.11
*
```

Results
Gap between HOMO and LUMO (eV): 10.30
HOMO energy (eV): -10.46
Maximum force (Eh/bohr): 0.1011

---

No. 12
# C4H3NO

The molecule C4H3NO in a non-equilibrium geometry (the ωB97M-V functional and the def2-TZVPD basis, OMol25).

Geometry as ORCA input:
```
! wB97M-V def2-TZVPD RIJCOSX def2/J DEFGRID3
* xyz 0 3
C -0.15 -0.84 0.05
C -1.18 0.24 0.04
C 1.17 -0.79 0.01
C 1.92 0.47 -0.02
N -2.26 0.74 0.03
O 3.12 0.57 0.05
H 1.75 -1.71 0.02
H 1.26 1.36 -0.10
H -3.19 0.34 0.07
*
```

Results
Gap between HOMO and LUMO (spin up / spin down) (eV): 6.09 / 6.73
HOMO energy (spin up / spin down) (eV): -6.62 / -9.58
Maximum force (Eh/bohr): 0.1485
⟨S²⟩: 2.021

---

No. 13
# C19H21FN4O3S2

The molecule C19H21FN4O3S2 (the ωB97M-V functional and the def2-TZVPD basis, OMol25).

Geometry as ORCA input:
```
! wB97M-V def2-TZVPD RIJCOSX def2/J DEFGRID3
* xyz 0 1
C -5.73 -0.67 -2.36
H -5.54 0.38 -2.14
C -6.54 -1.32 -1.24
C -6.08 -0.93 0.17
H -6.79 -1.35 0.88
H -6.11 0.16 0.28
C -4.68 -1.41 0.55
N -3.60 -0.59 0.04
S -3.54 0.99 0.60
O -4.10 1.02 1.92
O -4.07 1.90 -0.38
C -1.78 1.23 0.69
C -1.17 2.13 -0.16
C 0.20 2.25 -0.04
N 1.13 3.03 -0.69
C 2.34 2.71 -0.15
N 2.27 1.81 0.79
C 0.94 1.49 0.90
C 0.30 0.59 1.74
C -1.07 0.47 1.62
H -1.63 -0.20 2.25
H 0.86 0.01 2.46
S 3.80 3.47 -0.72
C 5.01 2.86 0.50
H 4.52 2.87 1.47
H 5.82 3.59 0.47
C 5.56 1.48 0.15
O 6.68 1.35 -0.30
N 4.67 0.50 0.40
C 4.80 -0.87 0.18
C 5.98 -1.47 -0.25
C 6.02 -2.84 -0.44
C 4.90 -3.63 -0.22
C 3.74 -3.01 0.20
C 3.66 -1.65 0.40
H 2.74 -1.21 0.73
F 2.64 -3.76 0.42
H 4.92 -4.70 -0.37
H 6.94 -3.30 -0.77
H 6.85 -0.87 -0.43
H 3.75 0.80 0.74
H 0.96 3.70 -1.42
H -1.77 2.69 -0.85
H -3.58 -0.56 -0.97
H -4.58 -1.37 1.64
H -4.51 -2.43 0.22
H -7.58 -1.01 -1.35
H -6.51 -2.40 -1.35
H -4.77 -1.18 -2.50
H -6.27 -0.73 -3.30
*
```

Results
Gap between HOMO and LUMO (eV): 8.78
HOMO energy (eV): -8.59
Maximum force (Eh/bohr): 0.0178

---

No. 14
# C11H10O3S

A structure of composition C11H10O3S in a non-equilibrium geometry (the ωB97M-V functional and the def2-TZVPD basis, OMol25).

Geometry as ORCA input:
```
! wB97M-V def2-TZVPD RIJCOSX def2/J DEFGRID3
* xyz 0 1
C -0.27 -0.69 3.62
C 0.46 -1.49 2.72
C -1.45 -0.06 3.14
C 0.12 -1.57 1.40
C -1.75 -0.09 1.79
C -0.95 -0.89 0.91
C -1.95 1.02 -2.13
C 1.71 0.94 -1.83
C -1.10 -0.73 -0.54
C -0.53 0.88 -1.51
C 2.77 0.93 -2.90
O -2.43 1.79 -2.89
O 1.85 0.99 -0.62
O 0.50 0.83 -2.43
S -2.82 -0.32 -1.26
H 0.07 -0.39 4.62
H 1.35 -2.00 3.15
H -2.04 0.48 3.82
H 0.57 -2.40 0.85
H -2.66 0.30 1.42
H -0.57 -1.43 -1.17
H -0.20 1.52 -0.63
H 3.14 -0.25 -2.89
H 3.75 1.50 -2.74
H 2.43 1.12 -3.90
*
```

Results
Gap between HOMO and LUMO (eV): 9.05
HOMO energy (eV): -8.72
Maximum force (Eh/bohr): 0.0811

---

No. 15
# C4H12N2

The molecule C4H12N2 in a non-equilibrium geometry (the ωB97M-V functional and the def2-TZVPD basis, OMol25).

Geometry as ORCA input:
```
! wB97M-V def2-TZVPD RIJCOSX def2/J DEFGRID3
* xyz 0 1
C -1.89 -0.43 0.32
C -0.66 0.42 0.30
C -0.38 1.10 1.68
N 0.65 -0.26 0.07
C 0.95 -0.50 -1.32
N 2.43 -0.73 -1.47
H -2.84 0.14 0.40
H -1.94 -1.17 1.12
H -2.11 -0.86 -0.67
H -0.75 1.23 -0.43
H -1.27 1.10 2.29
H -0.03 2.13 1.56
H 0.45 0.68 2.24
H 0.61 -1.09 0.64
H 0.60 0.38 -1.89
H 0.52 -1.45 -1.70
H 2.78 -0.49 -2.40
H 2.90 -0.20 -0.75
*
```

Results
Gap between HOMO and LUMO (eV): 10.02
HOMO energy (eV): -8.91
Maximum force (Eh/bohr): 0.0502

---

No. 16
# C32H28F5N

A cluster of 6 separate species, C32H28F5N in total in a non-equilibrium geometry (the ωB97M-V functional and the def2-TZVPD basis, OMol25).

Geometry as ORCA input:
```
! wB97M-V def2-TZVPD RIJCOSX def2/J DEFGRID3
* xyz -1 2
F -1.50 -3.60 13.92
C -0.50 -2.66 13.83
C 0.57 -2.76 14.70
C 1.58 -1.85 14.73
C 1.57 -0.75 13.86
C 0.60 -0.69 12.85
C -0.49 -1.64 12.90
H 0.65 -3.56 15.42
H 2.39 -2.01 15.42
H 2.36 -0.02 13.99
H 0.60 0.15 12.17
H -1.32 -1.49 12.22
F -5.36 -5.86 16.09
C -4.54 -6.79 15.48
C -4.71 -8.13 15.93
C -3.88 -9.10 15.46
C -2.85 -8.73 14.61
C -2.54 -7.39 14.34
C -3.61 -6.47 14.63
H -5.60 -8.37 16.49
H -4.05 -10.15 15.59
H -2.37 -9.60 14.20
H -1.69 -7.15 13.72
H -3.62 -5.39 14.59
F -2.29 1.27 18.30
C -1.43 0.79 19.20
C -1.19 -0.57 19.25
C -0.30 -1.10 20.20
C 0.47 -0.22 20.91
C 0.37 1.16 20.74
C -0.64 1.70 19.96
H -1.75 -1.23 18.60
H -0.12 -2.16 20.21
H 1.23 -0.63 21.56
H 1.15 1.69 21.25
H -0.90 2.74 19.88
F -11.60 4.01 16.38
C -11.28 2.67 16.43
C -12.24 1.66 16.29
C -11.80 0.32 16.13
C -10.44 0.04 16.06
C -9.49 1.08 16.17
C -9.88 2.39 16.42
H -13.26 2.02 16.37
H -12.59 -0.40 16.03
H -10.13 -0.99 15.90
H -8.42 0.94 16.10
H -9.15 3.17 16.52
F -6.49 -7.47 19.94
C -6.39 -6.16 19.79
C -5.14 -5.59 19.51
C -4.95 -4.21 19.21
C -6.16 -3.49 19.23
C -7.40 -4.05 19.41
C -7.58 -5.38 19.80
H -4.23 -6.17 19.51
H -3.95 -3.82 19.16
H -6.21 -2.42 19.06
H -8.20 -3.33 19.34
H -8.51 -5.86 20.04
C -4.07 -1.87 15.91
C -5.54 -1.62 16.12
N -6.63 -1.37 16.34
H -3.74 -1.07 15.26
H -3.86 -2.88 15.54
H -3.52 -1.69 16.83
*
```

Results
Gap between HOMO and LUMO (spin up / spin down) (eV): 2.04 / 9.37
HOMO energy (spin up / spin down) (eV): 0.58 / -6.78
Maximum force (Eh/bohr): 0.1068
⟨S²⟩: 0.751